# 1
The following is a DFT calculation (ωB97M-V/def2-TZVPD) of a 6-piece molecular cluster, C24H72N9O6P3S3 overall in a non-equilibrium geometry.

Calculated values
E_LUMO = -0.0067 Ha
Relative energy (zero: lowest compared OMol25 entry of this formula, charge and spin) = 658.46 kJ/mol
HOMO energy = -8.2 eV
E = -112119.125 eV

CARTESIAN COORDINATES (ANGSTROEM)
O1 -5.72671 2.17171 -7.78836
P1 -4.86013 2.32090 -6.59448
N1 -5.91436 2.34866 -5.13426
C1 -5.54629 2.95103 -3.76592
C2 -6.97237 1.37797 -4.98252
N2 -4.02803 3.78637 -6.53325
C3 -2.71711 3.74486 -7.28558
C4 -4.83585 4.93042 -6.62066
N3 -3.78695 1.00241 -6.33586
C5 -2.80980 0.84271 -5.22956
C6 -4.12149 -0.26638 -7.06595
H1 -6.51448 3.36115 -3.47869
H2 -4.99233 3.86642 -3.97395
H3 -4.96628 2.29056 -3.12134
H4 -7.36169 1.32511 -3.96579
H5 -6.72355 0.42910 -5.45773
H6 -7.85153 1.60585 -5.58523
H7 -2.15608 2.81050 -7.30324
H8 -2.83674 3.92825 -8.35336
H9 -2.22064 4.60334 -6.83323
H10 -5.17965 4.98663 -7.65349
H11 -5.72668 5.07771 -6.01006
H12 -4.38687 5.90890 -6.45008
H13 -2.23563 -0.08309 -5.26605
H14 -2.04322 1.61760 -5.23245
H15 -3.41708 1.00157 -4.33847
H16 -4.58461 -0.11191 -8.04051
H17 -4.93209 -0.69425 -6.47608
H18 -3.24660 -0.91597 -7.09236
O2 -2.56616 -0.77035 5.50635
P2 -3.88566 -1.06510 4.84249
N4 -3.76788 -2.21192 3.42991
C7 -3.17741 -3.41745 3.65252
C8 -4.52683 -2.07931 2.22103
N5 -4.60599 0.44583 4.22140
C9 -3.97526 0.96150 3.02602
C10 -5.35045 1.40322 5.06399
N6 -5.08620 -1.77531 5.82841
C11 -6.51377 -1.83530 5.49181
C12 -4.63020 -2.61221 6.93441
H19 -3.74807 -4.14711 4.22701
H20 -2.22212 -3.17871 4.11999
H21 -2.96568 -3.96412 2.73360
H22 -3.86848 -1.86654 1.37877
H23 -5.29064 -1.30393 2.28004
H24 -5.08606 -2.98325 1.97970
H25 -3.15688 1.54716 3.44478
H26 -3.64654 0.32497 2.20450
H27 -4.76586 1.57077 2.58803
H28 -5.70256 2.33767 4.62704
H29 -6.22076 0.85568 5.42572
H30 -4.74744 1.54860 5.96029
H31 -7.10738 -0.92688 5.59414
H32 -6.72046 -2.08805 4.45186
H33 -7.01758 -2.48920 6.20364
H34 -4.96585 -3.64919 6.92366
H35 -4.95477 -2.24156 7.90671
H36 -3.54649 -2.68266 7.02777
O3 8.62804 -0.61731 0.12591
P3 8.55825 -0.34365 1.60991
N7 9.92351 -0.82167 2.54670
C13 11.03701 -1.47671 1.84291
C14 10.32064 -0.34838 3.83628
N8 7.21540 -1.15249 2.19871
C15 6.65334 -0.81051 3.49025
C16 6.68031 -2.36555 1.59013
N9 8.43272 1.33148 1.95257
C17 7.07445 1.93891 1.77280
C18 9.57953 2.19430 1.80258
H37 12.07589 -1.31486 2.13034
H38 10.98122 -1.30440 0.76806
H39 10.83568 -2.54683 1.89210
H40 9.59809 -0.66190 4.58976
H41 10.40955 0.73626 3.89744
H42 11.26804 -0.70002 4.24480
H43 7.18427 0.07106 3.84950
H44 5.59163 -0.64302 3.30906
H45 6.84700 -1.68305 4.11417
H46 7.56126 -2.79091 1.10939
H47 6.37926 -3.17696 2.25275
H48 5.84134 -2.10097 0.94652
H49 6.16641 1.33993 1.84209
H50 6.90589 2.90360 2.25137
H51 7.03600 2.11742 0.69820
H52 9.74175 2.78972 2.70106
H53 9.65859 2.88172 0.96039
H54 10.49116 1.59813 1.76254
C19 2.57802 -1.27258 -2.06811
S1 2.66469 0.08419 -0.84233
O4 2.02381 1.33763 -1.46675
C20 1.26561 -0.36056 0.25749
H55 3.21826 -1.25397 -2.95008
H56 1.55767 -1.11169 -2.41611
H57 2.51560 -2.23218 -1.55492
H58 1.69807 -1.08790 0.94456
H59 0.34775 -0.60360 -0.27780
H60 1.15129 0.55946 0.83074
C21 -2.00328 6.34348 0.07813
S2 -1.82410 7.09546 -1.65292
O5 -0.83929 8.28250 -1.54039
C22 -0.76198 5.76591 -2.18752
H61 -2.51830 5.38341 0.04474
H62 -2.54887 7.00963 0.74648
H63 -1.03057 6.19242 0.54623
H64 -0.64696 5.93684 -3.25787
H65 -1.18667 4.76235 -2.21226
H66 0.21952 5.77929 -1.71363
C23 0.46895 -8.15504 0.99200
S3 1.87249 -8.78127 0.02619
O6 1.63110 -10.16574 -0.41902
C24 1.91928 -7.72514 -1.44629
H67 0.62965 -7.12460 1.30897
H68 0.23949 -8.77277 1.86025
H69 -0.44451 -8.29989 0.41518
H70 2.36528 -6.73752 -1.32891
H71 0.96679 -7.44703 -1.89741
H72 2.30923 -8.36981 -2.23398

# 2
The following is a DFT calculation (ωB97M-V/def2-TZVPD) of a 12-piece molecular cluster, C24H72O24 overall in a non-equilibrium geometry.

Calculated values
E_LUMO = 0.0022 Ha
Relative energy (zero: lowest compared OMol25 entry of this formula, charge and spin) = 665.27 kJ/mol
SMILES string = OCCO.OCCO.OCCO.OCCO.OCCO.OCCO.OCCO.OCCO.OCCO.OCCO.OCCO.OCCO
HOMO energy = -9.8 eV
E = -75184.427 eV

CARTESIAN COORDINATES (ANGSTROEM)
O1 -0.68530 2.18796 0.34958
C1 0.29448 1.83439 -0.64009
C2 0.73952 0.40876 -0.42472
O2 -0.33476 -0.56075 -0.44442
H1 -0.38720 2.10175 1.25804
H2 0.01479 1.91685 -1.69036
H3 1.09059 2.55326 -0.44628
H4 1.14778 0.30831 0.58094
H5 1.56015 0.16626 -1.09989
H6 -0.83925 -0.56411 0.37234
O3 -4.03035 -1.42890 4.84723
C3 -3.46842 -2.54634 5.48712
C4 -2.40115 -2.01845 6.43837
O4 -2.93031 -0.99895 7.24512
H7 -4.01454 -0.79969 5.57210
H8 -4.22376 -3.22809 5.87797
H9 -2.93450 -3.03212 4.67039
H10 -1.63200 -1.55476 5.82070
H11 -2.00894 -2.71612 7.17832
H12 -3.51368 -1.32207 7.93568
O5 -0.60721 -7.76089 -3.25717
C5 0.13233 -6.61078 -3.47914
C6 -0.47925 -5.57430 -4.40423
O6 -0.24879 -5.99080 -5.75735
H13 -0.86609 -8.03316 -4.14060
H14 0.29200 -5.97215 -2.61037
H15 1.11242 -6.92431 -3.83861
H16 -0.02720 -4.58456 -4.33968
H17 -1.54130 -5.70436 -4.19633
H18 -0.07118 -6.93001 -5.84641
O7 5.57713 2.06643 7.62051
C7 6.38404 0.83753 7.42636
C8 5.73990 0.15647 6.23458
O8 5.81352 0.91441 5.06228
H19 5.73340 2.60684 6.84261
H20 7.42934 1.13669 7.34915
H21 6.48503 0.29856 8.36840
H22 4.74671 -0.17253 6.54026
H23 6.24078 -0.78536 6.01062
H24 5.95928 0.36463 4.28891
O9 -6.57887 -5.87360 -1.42592
C9 -6.61681 -6.27840 -0.07178
C10 -5.24791 -6.70239 0.50310
O10 -4.85263 -7.97505 -0.00744
H25 -6.43984 -6.67041 -1.94300
H26 -7.02449 -5.40296 0.43370
H27 -7.41774 -6.99905 0.09333
H28 -5.25980 -6.76425 1.59128
H29 -4.43867 -5.99240 0.33241
H30 -4.12205 -7.86978 -0.62125
O11 4.54969 2.29451 -6.44043
C11 4.68330 3.52658 -5.80766
C12 4.56687 4.69597 -6.86557
O12 3.22083 4.86463 -7.13097
H31 3.83206 2.39911 -7.06945
H32 3.93402 3.65421 -5.02639
H33 5.68060 3.72390 -5.41453
H34 5.14740 4.54888 -7.77631
H35 4.93754 5.62215 -6.42636
H36 2.88025 3.98894 -7.32787
O13 -1.34549 -1.85479 -9.69266
C13 -1.90793 -0.92862 -8.75966
C14 -0.92245 -0.13716 -7.86544
O14 -0.07525 0.68358 -8.62378
H37 -1.02662 -2.63192 -9.22791
H38 -2.43248 -0.22016 -9.40079
H39 -2.65283 -1.36311 -8.09300
H40 -0.25784 -0.83225 -7.35237
H41 -1.37294 0.63915 -7.24699
H42 0.19293 0.10348 -9.34014
O15 -7.71639 1.79823 -1.45164
C15 -6.60030 0.92093 -1.43943
C16 -5.46150 1.43479 -2.37041
O16 -5.18248 2.81718 -1.97042
H43 -8.49283 1.41469 -1.03733
H44 -6.21586 1.00212 -0.42271
H45 -6.85181 -0.12804 -1.59598
H46 -5.73727 1.47076 -3.42433
H47 -4.58923 0.78732 -2.28069
H48 -4.56263 2.73939 -1.24150
O17 -1.16793 4.00858 7.22947
C17 0.16375 4.51787 7.11653
C18 0.70917 4.23284 5.64567
O18 0.77383 2.83565 5.27714
H49 -1.18202 3.05001 7.17898
H50 0.15758 5.58819 7.32269
H51 0.66211 4.01320 7.94420
H52 1.65392 4.77335 5.58725
H53 0.00929 4.72648 4.97144
H54 1.40235 2.44472 5.88848
O19 6.46891 5.93865 3.34437
C19 6.70110 6.34672 1.97682
C20 5.84712 5.60490 0.92688
O20 5.82946 4.20743 0.99695
H55 7.09617 6.46152 3.84910
H56 6.47825 7.40835 1.87013
H57 7.77828 6.25551 1.83732
H58 6.07096 5.86440 -0.10784
H59 4.84024 5.96195 1.14322
H60 5.49666 3.97176 1.86603
O21 6.12250 -4.16662 -2.89520
C21 5.76524 -4.02760 -4.30173
C22 6.60241 -5.06727 -5.17120
O22 6.07000 -6.33281 -5.12773
H61 6.68086 -4.94739 -2.91044
H62 4.68485 -4.12228 -4.41078
H63 6.12151 -3.02559 -4.54078
H64 7.67141 -5.02805 -4.96189
H65 6.61311 -4.67759 -6.18911
H66 5.95756 -6.65612 -4.23083
O23 -6.04372 4.86344 5.16892
C23 -6.62212 3.96866 4.20093
C24 -7.73997 3.09856 4.88758
O24 -7.12518 2.30170 5.93037
H67 -5.41447 4.49786 5.79502
H68 -6.92667 4.39828 3.24658
H69 -5.80538 3.31254 3.90005
H70 -8.13381 2.33205 4.22016
H71 -8.56416 3.71012 5.25476
H72 -7.17341 2.80425 6.74689